# 1
A 11-piece molecular cluster, C32H38BrF10N2O30 overall, computed with wB97M-V/def2-TZVPD.

```
! wB97M-V def2-TZVPD RIJCOSX def2/J DEFGRID3
* xyz 1 1
N 2.83095 -6.01570 -0.58639
C 1.79196 -6.98091 -0.29995
C 0.44002 -6.74893 -0.94064
N -0.37013 -5.71390 -0.18641
Br -0.39026 -3.98297 -0.95930
H 2.83426 -5.68538 -1.54219
H 2.88924 -5.24441 0.06408
H 2.10178 -7.96399 -0.64396
H 1.65474 -7.05306 0.77483
H 0.49735 -6.44154 -1.97461
H -0.14239 -7.65869 -0.90702
H -1.35063 -6.01944 -0.10585
H 0.01423 -5.60976 0.75421
C -2.84306 -2.20427 -3.28039
C -2.46549 -0.88749 -3.92799
O -2.15830 -1.27643 -5.25039
C -2.84007 -2.42333 -5.53851
O -2.97035 -2.90229 -6.60774
O -3.34762 -2.95200 -4.38457
F -1.36367 -0.34118 -3.35320
H -1.96156 -2.72454 -2.89103
H -3.59371 -2.11860 -2.49888
H -3.26163 -0.14382 -3.94388
C -2.92567 -5.36061 3.46762
C -3.99467 -4.36756 3.05212
O -3.91534 -4.42927 1.62564
C -3.44396 -5.64353 1.27872
O -3.46097 -6.09285 0.17322
O -2.91348 -6.27117 2.34872
F -3.71750 -3.11643 3.45360
H -1.95672 -4.86685 3.54521
H -3.14259 -5.89054 4.38869
H -5.00777 -4.62810 3.35666
C -0.45607 3.53615 -1.90727
C 0.04484 2.31289 -1.17208
O -0.29435 2.60302 0.17315
C -1.38064 3.43793 0.15739
O -2.04849 3.68102 1.10618
O -1.56376 3.92994 -1.07954
F 1.39009 2.15591 -1.26222
H 0.29327 4.32156 -1.91842
H -0.78878 3.33815 -2.92080
H -0.43185 1.37528 -1.46201
C -5.74436 -5.08510 -3.87678
C -6.35574 -6.39429 -4.32624
O -7.65114 -6.33650 -3.77968
C -7.99460 -5.01763 -3.62404
O -9.08145 -4.62113 -3.39714
O -6.89004 -4.23669 -3.77870
F -5.67537 -7.45008 -3.79296
H -5.28996 -5.19995 -2.89022
H -5.02019 -4.68089 -4.57189
H -6.42238 -6.52706 -5.40586
C -3.41031 -9.31461 -3.96000
C -2.30170 -8.28432 -3.89684
O -1.23350 -9.01422 -3.33558
C -1.41592 -10.34686 -3.64120
O -0.59063 -11.17809 -3.50450
O -2.66509 -10.52902 -4.11986
F -2.58024 -7.23074 -3.07225
H -3.97348 -9.34622 -3.02740
H -4.09195 -9.16794 -4.78966
H -1.99442 -7.88633 -4.86425
C 2.30222 1.84798 1.96709
C 3.56746 2.63315 2.24208
O 3.66083 2.55808 3.65839
C 3.03679 1.41706 4.06840
O 3.15267 0.93162 5.14259
O 2.29057 0.91214 3.05795
F 3.46457 3.92416 1.86808
H 1.42873 2.49313 2.02296
H 2.30973 1.32387 1.01759
H 4.47512 2.21434 1.80526
C 6.30531 3.22672 5.46881
C 7.30727 3.62545 4.41080
O 7.84882 4.82400 4.93618
C 7.73380 4.77032 6.30679
O 8.29383 5.49390 7.05310
O 6.89695 3.76573 6.65651
F 6.70585 3.88154 3.21523
H 5.34156 3.69999 5.28588
H 6.16849 2.15352 5.56295
H 8.11479 2.91139 4.24638
C -4.93862 5.07710 2.04431
C -5.17337 5.67315 3.41713
O -5.56516 6.99711 3.11140
C -6.11916 7.00379 1.86202
O -6.74346 7.89539 1.40078
O -5.85379 5.82906 1.23759
F -4.05085 5.69910 4.17259
H -3.91793 5.25490 1.70943
H -5.15943 4.01602 1.98115
H -5.96620 5.19448 3.99370
C 8.81968 7.68760 2.18604
C 7.67866 6.69840 2.07461
O 7.59785 6.48698 0.67433
C 8.83105 6.71938 0.13710
O 9.16102 6.41334 -0.95759
O 9.61823 7.34244 1.04591
F 6.50310 7.20543 2.51725
H 8.45851 8.71124 2.08430
H 9.39511 7.58874 3.10121
H 7.85893 5.75084 2.56791
C 1.21976 8.78729 -0.63799
C 2.24409 7.69417 -0.87333
O 1.43713 6.63404 -1.37384
C 0.32645 7.17762 -1.94954
O -0.43331 6.57308 -2.63260
O 0.22026 8.47742 -1.62095
F 2.85119 7.29206 0.26048
H 0.78627 8.70187 0.35838
H 1.60346 9.79069 -0.78992
H 3.00638 7.93457 -1.61466
*
```

Results
highest occupied orbital energy: -12.4 eV
E: -7181.4109 Ha
HOMO-LUMO gap: 7.024 eV
LUMO energy: -0.1987 Eh

# 2
C32H38ClLiN4O5PS as an isolated structure, computed with wB97M-V/def2-TZVPD.

```
! wB97M-V def2-TZVPD RIJCOSX def2/J DEFGRID3
* xyz -1 1
Li -1.43637 -1.10329 -0.78552
Cl 2.01110 1.67496 -0.44054
C 1.93053 2.88792 0.78623
C 3.08511 3.61827 1.04792
C 3.06555 4.62232 1.99576
C 1.88378 4.89981 2.66967
C 0.74361 4.16557 2.39795
C 0.73444 3.12896 1.45560
P -0.73939 2.05365 1.11417
C -1.33516 2.79123 -0.45331
C -0.83424 3.97408 -0.99705
C -1.24978 4.39756 -2.24933
C -2.16385 3.64261 -2.97539
C -2.67834 2.47240 -2.43948
C -2.27104 2.05497 -1.17854
C -1.88241 2.72753 2.37801
C -2.98068 3.53033 2.09029
C -3.82661 3.95401 3.10635
C -3.57704 3.59453 4.42376
C -2.48674 2.78606 4.71897
C -1.65860 2.34225 3.70019
H 3.98546 3.38535 0.49559
H 3.96585 5.18803 2.19939
H 1.84496 5.69307 3.40598
H -0.16954 4.40454 2.92532
H -0.10518 4.56023 -0.44949
H -0.84329 5.31103 -2.66690
H -2.46141 3.95544 -3.96860
H -3.35254 1.84735 -3.01040
H -2.68358 1.14635 -0.76064
H -3.17802 3.81309 1.06412
H -4.68418 4.57040 2.86612
H -4.23432 3.93285 5.21536
H -2.29251 2.48603 5.74155
H -0.82313 1.68858 3.92940
C 0.52400 0.63490 -3.52304
C -0.13515 -0.71028 -3.24997
C 0.40638 -1.79330 -4.17251
O 0.09627 -1.08500 -1.88194
C -1.67609 -0.58130 -3.44774
O -2.04258 -0.24912 -4.58151
O -2.39820 -0.82418 -2.43847
H 1.60837 0.55904 -3.38911
H 0.14057 1.39017 -2.83566
H 0.30852 0.94922 -4.54335
H 1.48522 -1.90961 -4.02710
H 0.20584 -1.53001 -5.20915
H -0.07920 -2.74631 -3.95409
H 1.03513 -1.27017 -1.72170
C 2.40779 -3.94310 2.48629
N 3.24745 -3.32562 1.46282
C 4.11049 -2.25732 1.93265
C 2.86025 -3.33900 0.15708
S 3.22579 -2.05635 -0.86799
N 2.15572 -4.42707 -0.24262
C 1.35704 -4.36045 -1.45125
C 2.54589 -5.76998 0.13385
H 2.18822 -3.19874 3.25338
H 2.89845 -4.79437 2.96757
H 1.45507 -4.23579 2.04824
H 4.42047 -2.49907 2.94931
H 3.59874 -1.29171 1.92839
H 4.98983 -2.16814 1.29864
H 0.77544 -3.44444 -1.45524
H 0.66990 -5.20665 -1.44434
H 1.97402 -4.40358 -2.35529
H 3.23949 -5.76458 0.96641
H 3.03687 -6.26572 -0.71276
H 1.66723 -6.35656 0.41192
C -4.23350 -0.29742 3.66403
N -3.10590 -0.98657 3.06817
C -2.40749 -1.94558 3.74018
C -1.43878 -2.65762 3.14716
C -1.15941 -2.42302 1.72794
O -0.31425 -3.09435 1.11845
N -1.87633 -1.45573 1.09579
C -2.82169 -0.72205 1.71635
O -3.46019 0.17760 1.17418
H -4.27864 -0.54905 4.72294
H -5.16396 -0.59852 3.17853
H -4.12502 0.77891 3.54798
H -2.68650 -2.08066 4.77861
H -0.88076 -3.41417 3.67782
*
```

Results
highest occupied orbital energy: -5.5 eV
E: -3044.9307 Ha
ΔE to the lowest compared entry with this formula, charge and spin: 20.1 kJ/mol
HOMO-LUMO gap: 7.939 eV
LUMO energy: 0.0911 Eh